1.
C54H127N7O9 | the ωB97M-V functional and the def2-TZVPD basis

Geometry as ORCA input:
```
! wB97M-V def2-TZVPD RIJCOSX def2/J DEFGRID3
* xyz 5 2
O 23.0818 23.8776 2.2562
O 24.3532 28.4317 -1.4360
O 19.3344 18.1074 -6.5582
O 20.1233 19.1223 -10.7024
O 24.9393 21.6276 -1.8588
O 18.2801 16.2677 -0.8889
O 24.1718 17.6211 -1.4066
O 20.0842 20.7273 -5.5370
O 21.9905 19.6162 -5.2296
N 22.3497 20.7262 -9.2077
N 26.5700 21.5196 -4.4484
N 24.4548 15.8094 -3.8413
N 18.6189 15.3428 -7.8813
N 17.5821 17.2002 -1.7560
N 21.5036 27.2984 -1.7244
N 22.0688 22.8730 2.4128
C 21.3472 26.2939 0.6917
C 24.3575 15.7936 -6.5265
C 21.2255 22.7894 3.7225
C 21.1781 20.7224 1.5743
C 22.1951 27.1277 -0.3085
C 22.9268 21.7206 -8.1982
C 21.0164 20.0335 -8.6855
C 19.6597 18.3494 -2.5553
C 23.3814 19.5831 -9.4853
C 19.9002 18.0890 -11.7167
C 25.9393 16.2734 -3.7807
C 23.7815 17.9417 -2.7348
C 21.8810 26.0956 -2.6262
C 18.2090 14.4862 -6.7418
C 15.9820 19.2764 -2.8774
C 15.4806 17.8654 -2.8768
C 22.3818 21.5407 1.6950
C 19.9550 27.5232 -1.7335
C 25.0060 18.5420 -0.7024
C 16.2026 16.8358 -1.9862
C 22.0726 22.8914 -7.7813
C 20.4822 20.4215 2.9341
C 22.0463 28.6799 -2.3506
C 23.6082 20.6906 2.2701
C 20.4002 18.8710 -9.3825
C 23.7068 18.6589 -8.3510
C 27.2083 21.9470 -5.7830
C 15.4230 16.7469 -0.6781
C 27.3234 20.3069 -3.7696
C 22.1224 21.3871 -10.6714
C 23.4154 16.9060 -3.8065
C 25.1323 20.9654 -4.8575
C 20.0686 21.7203 3.6772
C 18.0806 19.4011 -0.7526
C 27.0334 15.2373 -3.9548
C 19.9762 16.9094 -6.2258
C 18.9749 14.3805 -9.0511
C 25.1319 22.7678 -2.5863
C 19.9607 15.8613 -7.4212
C 23.5510 28.7573 -2.6190
C 17.4084 19.2509 -3.1787
C 22.1028 22.4342 4.9655
C 25.6465 28.0708 -1.8559
C 21.1846 20.5690 -5.0141
C 24.2658 14.9478 -5.1947
C 26.4576 22.6538 -3.4134
C 22.7194 22.0013 0.2227
C 17.6753 16.4368 -8.3119
C 16.1202 15.4655 -2.6597
C 21.2128 25.9428 -4.0240
C 21.7641 21.7069 -4.0895
C 24.3069 14.7449 -2.7066
C 18.2128 18.6167 -2.0366
C 20.5731 24.1759 3.7737
H 19.2365 22.1298 3.1046
H 28.1949 22.4004 -5.6868
H 22.4124 16.4826 -3.8596
H 14.4319 16.3082 -0.7935
H 22.8454 21.7541 -4.2180
H 18.8539 17.9830 -12.0032
H 21.9164 22.6465 -0.1337
H 19.6947 27.5791 -2.7905
H 21.6347 20.5694 -11.2021
H 15.7640 19.5388 -1.8421
H 25.2232 20.0628 -5.4617
H 21.1967 19.7811 -7.6406
H 21.1830 19.8699 3.5608
H 21.4584 22.5372 5.8386
H 24.2894 20.0025 -9.9186
H 21.1812 18.1133 -9.3190
H 19.7415 14.7505 -9.7319
H 26.0599 17.0868 -4.4962
H 23.8447 22.0419 -8.6904
H 26.0151 16.6895 -2.7762
H 26.3997 27.9712 -1.0743
H 27.3252 22.5764 -2.7582
H 24.5500 18.5848 -3.1636
H 21.7063 25.2459 -1.9662
H 21.7041 25.0881 -4.4888
H 22.9584 26.2083 -2.7469
H 24.8557 14.0314 -5.1758
H 14.4040 17.7574 -2.7449
H 22.8956 21.2144 -0.5106
H 21.2048 25.0607 3.8529
H 23.9547 19.8894 1.6174
H 21.3559 22.6956 -4.2990
H 18.8343 18.9926 -0.0795
H 19.5975 26.5237 -1.4860
H 23.8244 29.7442 -2.9923
H 23.6074 17.4633 -4.7234
H 21.4152 28.7788 -3.2338
H 19.5924 28.3110 -1.0732
H 22.3983 23.2736 -6.8138
H 24.5209 21.2790 2.3645
H 21.1773 25.2679 0.3652
H 17.9315 15.0649 -5.8608
H 19.5873 18.3399 -8.8874
H 25.9290 18.6770 -1.2663
H 19.6104 18.8979 -6.0885
H 19.5346 17.9903 -3.5769
H 19.7340 24.2809 4.4614
H 15.9396 16.1742 0.0921
H 26.9682 14.4079 -3.2505
H 20.0406 24.4154 2.8533
H 21.0186 22.6694 -7.6144
H 23.0841 21.7996 -10.9765
H 23.2491 14.5576 -5.2390
H 21.3593 19.8023 1.0188
H 23.2568 20.3876 3.2564
H 21.7531 29.4537 -1.6412
H 20.3786 21.1688 0.9830
H 23.6970 22.4608 0.0768
H 20.2721 20.8296 -8.6991
H 17.0742 19.2051 -0.3827
H 27.5567 19.6572 -4.6132
H 27.4538 21.0471 -6.3468
H 22.2804 28.1328 0.1045
H 24.5300 19.5054 -0.5198
H 15.4728 19.9136 -3.6004
H 19.6885 16.5130 -5.2521
H 19.4479 13.4554 -8.7218
H 16.7993 15.4507 -3.5122
H 23.1541 21.0517 -7.3682
H 18.8353 13.6956 -6.3283
H 20.4500 26.9117 0.7295
H 25.6442 21.4979 -1.2201
H 26.0002 28.8102 -2.5744
H 18.2653 20.4752 -0.7688
H 26.4986 22.4506 -6.4394
H 24.3834 19.0779 -7.6062
H 17.2549 13.9882 -6.9143
H 20.4725 18.5616 -12.5150
H 17.5140 18.7395 -4.1354
H 18.1460 16.7695 -9.2370
H 25.3295 16.2618 -6.6818
H 28.2505 20.6168 -3.2874
H 25.1813 18.0178 0.2370
H 21.7696 26.0956 1.6768
H 21.3979 22.1179 -10.3121
H 22.9332 18.6001 -2.5477
H 18.0359 13.9970 -9.4503
H 22.8991 23.1779 4.9331
H 27.0116 14.7182 -4.9130
H 20.5271 16.2808 -8.2526
H 15.1197 17.7482 -0.3724
H 16.4192 14.5690 -2.1167
H 20.3232 17.7802 -1.9042
H 26.7645 23.6236 -3.8052
H 23.8132 28.0575 -3.4125
H 24.4771 20.7130 -4.0238
H 19.4656 21.5715 4.5730
H 21.4198 26.8322 -4.6192
H 17.6200 20.2965 -3.4027
H 28.0478 15.5580 -3.7179
H 20.5016 15.0044 -7.0196
H 17.4167 17.0837 -7.4737
H 21.6730 21.4766 -3.0280
H 15.1542 15.2292 -3.1060
H 22.4998 21.4218 4.8915
H 25.1924 23.6574 -1.9594
H 24.0907 17.6826 -8.6468
H 22.8432 18.2903 -7.7972
H 23.4906 16.4468 -6.6259
H 24.6913 21.7288 -5.4986
H 20.1626 19.3089 -2.6757
H 24.6211 15.2186 -1.7765
H 16.8627 15.7359 -8.5034
H 22.8419 18.9494 -10.1892
H 23.2035 26.7450 -0.4660
H 26.6571 19.9523 -2.9832
H 20.9538 17.3372 -6.0036
H 25.7084 27.1974 -2.5050
H 25.0448 13.9539 -2.8408
H 19.6652 19.7042 2.8573
H 20.1580 25.7041 -3.8876
H 23.2700 14.4421 -2.5606
H 24.2920 15.1754 -7.4219
H 24.3105 23.0101 -3.2606
H 22.1635 23.6852 -8.5227
H 15.5639 17.5794 -3.9253
H 20.1428 17.0720 -11.4087
*
```

As for the expectation value of S²: 0.755. As for the HOMO energy (spin up / spin down): -16.74 / -17.57 eV. The calculation puts the HOMO-LUMO gap (spin up / spin down) at 0.123 / 0.154 hartree. The calculation puts the lowest unoccupied orbital energy (spin up / spin down) at -0.4921 / -0.4921 hartree. As for the energy relative to the best compared isomer or geometry (same formula, charge and spin): 318.8 kJ/mol.

Löwdin atomic charge list, values in e, 2 entries:
1 O -0.060
2 O -0.194



2.
C54H129F2N9O14S2 | the ωB97M-V functional and the def2-TZVPD basis

Geometry as ORCA input:
```
! wB97M-V def2-TZVPD RIJCOSX def2/J DEFGRID3
* xyz 0 1
S -0.0565 -0.7030 0.7808
S 0.9911 -2.3946 1.9669
F 1.7302 -2.5227 3.4210
F 0.5658 0.6563 0.2059
O 8.8636 -5.3999 2.7914
O 2.1409 7.5021 3.9739
O -7.7046 5.4912 -4.6865
O -7.3823 2.0944 3.9909
O 3.9502 1.6974 2.3252
O -0.1468 -1.5397 -0.4196
O 1.8706 -3.2421 1.1491
O -4.6225 -5.9878 -0.0324
O -0.6655 -4.3048 -4.9445
O -1.4677 -11.1014 4.7883
O -1.2841 -0.1733 1.3071
O -0.3721 -2.9312 2.2698
O 5.3390 3.1659 -1.3042
O 0.3336 0.7282 5.6567
N -6.5577 4.7094 -4.3729
N 0.3387 -4.1189 -5.9032
N 1.5794 -8.9821 4.9891
N -5.2765 -3.8558 1.6499
N 6.1092 -6.0768 3.0980
N 6.5089 2.3743 -1.2317
N 1.2264 -0.9231 1.8265
N 1.1231 8.2804 3.5114
N -8.4889 -1.3318 4.8512
C 1.7795 -5.6904 -4.7747
C 0.1892 10.4939 3.1314
C -5.9256 -2.6167 -0.2911
C -4.6471 -4.7068 -0.5338
C -0.1424 7.5038 3.5357
C 6.9259 -6.6916 2.0785
C 1.1994 9.9985 5.4714
C 7.5418 3.7819 0.4921
C -3.4698 -6.7360 -0.4371
C -0.9835 1.0643 6.0646
C -6.4795 3.8140 -6.7287
C -1.8545 -12.3158 4.1424
C 0.0258 6.2229 2.6634
C -8.6589 0.0881 4.4546
C -0.6945 7.1196 4.9328
C 6.3334 1.8351 -3.6353
C -5.7016 6.4260 -2.6481
C -7.2755 0.8314 4.6011
C 7.7873 0.4109 -2.0535
C -0.1807 -10.6952 4.5376
C 0.3349 -6.5506 -6.6605
C 8.9049 2.1569 -0.7222
C 0.1733 -3.1293 -6.9609
C -5.6492 4.4059 -5.5041
C 1.4180 -2.8472 -7.7930
C -7.1245 4.6189 -1.9312
C -6.3030 3.0204 3.9181
C -1.5093 -0.0054 7.0558
C -1.2376 9.8789 3.1764
C 1.1105 -5.3167 -6.1474
C -3.8543 3.7972 -3.7139
C -4.9301 4.0483 -2.6105
C -9.7693 0.6807 5.2662
C 2.6149 10.2415 3.4382
C -4.6058 3.4202 -4.9771
C 9.1294 1.1428 -1.7844
C -6.0757 5.0032 -2.9941
C -1.1399 8.3661 2.6911
C 2.0867 -4.1057 -8.2646
C 6.4729 1.2526 -2.2107
C 2.3721 -4.9617 -7.0596
C -0.7761 -8.2163 4.4750
C 0.1572 -9.2841 5.1586
C 5.3274 0.2838 -1.8816
C -0.8994 -3.6570 -7.8963
C 5.9337 -7.1026 0.9732
C 7.7300 3.1622 -0.9232
C 10.0858 -4.7183 2.4283
C -0.1931 -1.8294 -6.3187
C 8.1030 -5.7799 1.6048
C -4.9456 5.6705 -6.0518
C 1.2407 9.6889 3.9026
C 8.0237 4.2523 -2.0401
C -5.6206 -3.9365 0.2811
H -0.3743 -6.8473 -5.8878
H 3.1491 -4.4002 -6.5409
H 8.4184 4.3131 0.8631
H 5.6278 2.6638 -3.6949
H -0.4434 -1.1153 -7.1032
H 7.3275 2.1353 -3.9662
H 0.6235 -1.4143 -5.7279
H -4.2937 4.5004 -1.8498
H 5.4885 3.6990 -2.0885
H 0.7685 5.5269 3.0533
H 4.3280 0.7178 -1.8520
H 7.2365 5.0048 -2.0885
H 5.0570 -7.6230 1.3587
H -9.3787 -1.7879 4.7085
H -7.6627 3.7253 -2.2473
H -4.9914 -2.1159 -0.5452
H 8.7445 1.6491 0.2289
H 2.1236 -2.1806 -7.2972
H 6.5062 -7.8182 0.3831
H -8.9950 0.2016 3.4239
H -7.9394 5.3426 -1.9135
H 9.8544 0.3588 -1.5657
H -1.8667 10.3042 2.3945
H -0.5921 -7.2560 4.9567
H -1.8908 -12.0799 3.0788
H 3.0450 -4.0220 -8.7772
H 0.3952 10.6838 2.0780
H 7.4824 3.1149 1.3522
H 1.4296 -4.6558 -8.9381
H 3.4095 9.7868 4.0298
H -3.3031 4.7279 -3.8489
H -1.8306 -8.4440 4.6313
H 9.8244 2.7413 -0.6894
H -5.6928 6.4149 -6.3269
H -3.4148 -7.6783 0.1079
H -1.1619 7.9992 5.3755
H -1.1803 -2.8871 -8.6150
H -5.5862 6.6405 -1.5856
H -7.7785 -1.7314 4.2548
H -0.9309 2.0526 6.5213
H 2.8965 9.8500 2.4606
H -5.2667 3.0702 -2.2668
H 5.6631 -5.3501 2.5568
H -5.0839 2.4491 -4.8483
H -6.5867 0.1660 4.0806
H -3.1340 3.0239 -3.4471
H -5.7908 3.1566 4.8705
H -6.6834 4.3369 -0.9752
H -4.3917 5.4746 -6.9699
H 2.4248 -4.9074 -4.3764
H -0.0771 -9.1689 6.2169
H 6.6875 4.4571 0.5418
H -1.6941 1.1753 5.2456
H -2.4630 0.2820 7.4984
H 1.1137 -5.9231 -3.9436
H 6.0175 1.1104 -4.3857
H -6.8275 0.9481 5.5879
H 9.8886 -3.8411 1.8120
H 2.8348 -5.8983 -7.3706
H 5.4489 -0.1193 -0.8762
H -7.2469 4.5278 -7.0280
H 7.7983 -4.8679 1.0914
H -3.7122 -4.1490 -0.5880
H -2.1432 7.9404 2.6749
H 2.6089 7.4109 3.1407
H -1.2749 -13.2347 4.2309
H 0.4530 -11.4570 4.9916
H -4.9664 -4.8294 -1.5687
H -3.4897 -7.0847 -1.4697
H -1.8601 -3.9293 -7.4593
H 8.9935 4.7301 -1.9015
H -5.6766 2.6734 3.0963
H 5.2347 -0.5856 -2.5324
H 7.4421 -7.6117 2.3525
H -5.9306 3.5680 -7.6377
H 4.3266 1.9758 1.4871
H -6.6086 -4.3968 0.2913
H -0.9204 5.6846 2.7193
H 5.6600 -6.2025 0.4228
H 0.1242 11.4803 3.5906
H -4.9773 -4.8001 1.8469
H 1.9414 9.4494 6.0511
H -0.8194 -0.1682 7.8839
H -0.8577 8.3799 1.6384
H -1.5358 6.4298 4.8670
H -2.7677 -12.6179 4.6550
H -9.5747 0.4984 6.3231
H 8.6940 -6.3563 0.8930
H -4.3483 6.1904 -5.3028
H -6.5177 -2.7500 -1.1965
H -2.5867 -6.1690 -0.1423
H -0.4904 -8.1426 3.4257
H 10.7296 -5.3870 1.8570
H -3.8791 3.2194 -5.7643
H 8.1399 3.6982 -2.9716
H 0.4236 0.2795 4.8128
H 5.3727 -6.7553 3.2293
H -6.8626 2.8990 -6.2769
H 1.0795 -2.3008 -8.6733
H -6.3302 -1.8475 0.3668
H 9.5206 1.5688 -2.7083
H -4.7436 6.6152 -3.1323
H -1.0806 -1.8639 -5.6868
H 2.4676 -6.5204 -4.9349
H 0.1348 6.7456 5.5332
H -0.1663 -6.4117 -7.6184
H -0.5989 -4.5248 -8.4835
H 2.0887 -9.8525 5.0455
H 7.9040 0.0849 -3.0870
H 10.7530 -4.3937 3.2268
H 1.2859 11.0467 5.7576
H -1.7756 9.9129 4.1238
H -9.8393 1.7555 5.0986
H 4.6711 1.3547 2.8585
H -0.4843 -3.5152 -4.4295
H 0.2097 9.6241 5.7330
H -10.7111 0.2011 4.9999
H -4.4267 -3.3164 1.7335
H -6.4519 7.1477 -2.9712
H -1.6329 -0.9796 6.5826
H 1.0297 -7.3803 -6.7909
H 0.1681 6.2710 1.5838
H -0.0067 -10.6276 3.4638
H -8.3613 4.7931 -4.6317
H 3.2806 1.0154 2.2349
H -6.6432 4.0098 3.6123
H 2.6850 11.3271 3.5053
H 1.9115 -8.4264 5.7644
H 7.6586 -0.4917 -1.4562
*
```

As for the HOMO energy: -7.55 eV. The calculation puts the HOMO-LUMO gap at 0.196 hartree. The calculation puts the lowest unoccupied orbital energy at -0.0810 hartree.

Löwdin atomic charge list, values in e, 2 entries:
1 S 0.535
2 S 0.447